(1)
Here is a single C3H5NO molecule from OMol25. Energies are from ωB97M-V with the def2-TZVPD basis set.

Last column: Löwdin charge in e.
Atoms and positions in Å:
1 C 0.22520 0.06163 0.96724  -0.162
2 C 0.89506 -0.52952 -0.23059  -0.215
3 N 0.41778 0.21479 -1.29876  0.034
4 C -0.73510 0.67012 -0.96084  -0.207
5 O -1.11732 0.03521 0.30718  -0.090
6 H 0.14840 -0.53217 1.87689  0.121
7 H 0.40907 1.13094 1.15938  0.120
8 H 1.93365 -0.84704 -0.24864  0.085
9 H -0.75221 -1.02787 0.00024  0.202
10 H -1.57182 0.96831 -1.57257  0.113

## Properties
Charge: 0
Highest occupied orbital energy, eV: -8.05
E, hartree: -247.14157

---

(2)
Here is a 2-piece molecular cluster, C3H5NO overall from OMol25. Energies are from ωB97M-V with the def2-TZVPD basis set.

Last column: Löwdin charge in e.
Atoms and positions in Å:
1 C -1.17987 -0.03279 2.06853  -0.206
2 C 0.62145 0.37632 -2.06110  -0.187
3 C 1.64358 -0.41305 -1.36739  0.006
4 N -0.39677 -0.63193 1.27378  0.089
5 O 1.92112 0.82385 -1.63505  -0.008
6 H -2.03166 0.29013 1.52338  0.040
7 H -1.14792 -0.12640 3.07961  0.020
8 H 0.45209 0.12443 -3.07779  0.079
9 H -0.21419 0.76728 -1.50722  0.083
10 H 0.33218 -1.17784 1.70325  0.084

## Properties
Charge: 0
Multiplicity: 3
Highest occupied orbital energy (alpha / beta), eV: -5.92 / -9.89
E, hartree: -246.97205

---

(3)
Here is a 2-piece molecular cluster, C3H5NO2 overall from OMol25. Energies are from ωB97M-V with the def2-TZVPD basis set.

Last column: Löwdin charge in e.
Atoms and positions in Å:
1 C 0.20465 -1.92024 0.45681  -0.057
2 C -0.27768 -1.15496 -0.68681  -0.240
3 N -0.65515 -0.52994 -1.58403  0.145
4 H -0.61091 -2.06655 1.16965  0.091
5 H 0.99906 -1.34822 0.94294  0.079
6 H 0.58020 -2.89208 0.12657  0.086
7 O 0.49309 1.14028 0.91060  0.031
8 C 0.15247 2.14846 0.33701  -0.388
9 O -0.40965 2.22750 -0.86070  0.070
10 H 0.27238 3.15713 0.75844  0.137
11 H -0.52444 1.32289 -1.23069  0.047

## Properties
Charge: 0
Highest occupied orbital energy, eV: -10.68
E, hartree: -322.55516

---

(4)
Here is a single C3H5NO2 molecule from OMol25. Energies are from ωB97M-V with the def2-TZVPD basis set.

Last column: Löwdin charge in e.
Atoms and positions in Å:
1 C -2.05585 0.21516 0.01400  0.054
2 C -0.92026 -0.48771 -0.07240  -0.085
3 C 0.38140 0.23665 -0.09625  -0.475
4 O 0.51837 1.45273 -0.09251  0.054
5 N 1.51324 -0.56595 -0.19358  -0.008
6 O 2.68002 0.11400 0.06189  -0.021
7 H -3.01765 -0.27107 0.10444  0.062
8 H -2.04070 1.30725 0.05148  0.078
9 H -0.92558 -1.58533 -0.12196  0.106
10 H 1.49103 -1.45533 0.31170  0.151
11 H 2.37598 1.03959 0.03320  0.085

## Properties
Charge: 0
Highest occupied orbital energy, eV: -9.47
E, hartree: -322.48206

---

(5)
Here is a single C3H5NO2 molecule from OMol25. Energies are from ωB97M-V with the def2-TZVPD basis set.

Last column: Löwdin charge in e.
Atoms and positions in Å:
1 O 2.61170 0.15872 0.20784  0.112
2 C 1.42483 0.14343 0.02254  -0.567
3 N 0.57655 -0.93590 -0.04488  0.079
4 C -0.77335 -0.52159 0.26117  -0.150
5 C -0.70202 0.88814 -0.33515  -0.138
6 O 0.67070 1.26309 -0.17252  0.026
7 H 0.94394 -1.84651 0.14157  0.144
8 H -1.52275 -1.16481 -0.20414  0.120
9 H -0.96619 -0.48804 1.34296  0.122
10 H -1.31531 1.62681 0.18431  0.125
11 H -0.94810 0.87666 -1.40370  0.127

## Properties
Charge: 0
Highest occupied orbital energy, eV: -10.07
E, hartree: -322.56697

---

(6)
Here is C3H5NO2 as an isolated structure from OMol25. Energies are from ωB97M-V with the def2-TZVPD basis set.

Last column: Löwdin charge in e.
Atoms and positions in Å:
1 O 0.27655 1.51711 1.03520  0.002
2 C 0.51695 0.64462 -0.01159  -0.297
3 C 1.01694 -0.81112 0.22063  -0.059
4 O -0.11854 -1.31905 -0.54577  0.017
5 C -0.68553 -0.07849 -0.55691  -0.440
6 N -1.86382 0.30810 -0.73591  0.182
7 H -0.66276 1.30417 1.29249  0.124
8 H 1.10426 1.14902 -0.78299  0.158
9 H 1.96137 -1.10910 -0.23837  0.120
10 H 0.95072 -1.14346 1.25886  0.126
11 H -2.49615 -0.46179 -0.93565  0.067

## Properties
Charge: 0
Highest occupied orbital energy, eV: -10.46
E, hartree: -322.50314

---

(7)
Here is a single C3H5NO2 molecule from OMol25. Energies are from ωB97M-V with the def2-TZVPD basis set.

Last column: Löwdin charge in e.
Atoms and positions in Å:
1 H -2.71453 -0.62816 1.52990  0.052
2 N -1.86567 -0.26857 1.10222  0.106
3 C -1.11922 -1.22235 0.74182  -0.310
4 O 0.06642 -1.04972 0.12936  -0.036
5 C 0.36734 0.23843 -0.28092  -0.129
6 C 1.61434 0.56760 -0.59934  -0.163
7 O 1.95970 1.76299 -1.15280  0.001
8 H -1.31339 -2.29234 0.84373  0.133
9 H -0.47745 0.91757 -0.34392  0.112
10 H 2.46986 -0.08472 -0.45478  0.130
11 H 1.14851 2.21741 -1.41969  0.103

## Properties
Charge: 0
Highest occupied orbital energy, eV: -8.60
E, hartree: -322.49856

---

(8)
Here is a single C3H5NO2 molecule from OMol25. Energies are from ωB97M-V with the def2-TZVPD basis set.

Last column: Löwdin charge in e.
Atoms and positions in Å:
1 O 1.80082 -1.31210 -0.39539  0.055
2 C 1.63427 -0.39468 0.37322  -0.235
3 C 0.43238 0.49564 0.31510  -0.192
4 N -0.50112 0.03402 -0.64334  -0.033
5 C -1.87896 -0.15061 -0.31376  -0.309
6 O -2.34283 -0.39983 0.77428  0.065
7 H 2.36851 -0.14643 1.15824  0.121
8 H -0.07554 0.52363 1.28211  0.129
9 H 0.76959 1.52913 0.09678  0.135
10 H -0.14518 -0.55830 -1.39045  0.131
11 H -2.06195 0.37955 -1.25681  0.133

## Properties
Charge: 0
Highest occupied orbital energy, eV: -9.70
E, hartree: -322.48563

---

(9)
Here is C3H5NO2 as an isolated structure from OMol25. Energies are from ωB97M-V with the def2-TZVPD basis set.

Last column: Löwdin charge in e.
Atoms and positions in Å:
1 N -0.06297 1.34490 -0.80510  0.062
2 C 0.29557 0.03133 -0.34046  -0.271
3 C 0.54452 -0.20652 1.16015  -0.085
4 O -0.41373 -1.30425 1.15404  0.045
5 C -0.79287 -1.02816 -0.12472  -0.453
6 O -1.70964 -1.48214 -0.73941  0.142
7 H -1.06627 1.44089 -0.92267  0.086
8 H 0.37008 1.54459 -1.69711  0.075
9 H 1.10578 -0.39308 -0.94376  0.156
10 H 1.53514 -0.55447 1.45944  0.119
11 H 0.19439 0.60691 1.79959  0.125

## Properties
Charge: 0
Highest occupied orbital energy, eV: -9.98
E, hartree: -322.53161

---

(10)
Here is a single C3H5NO2 molecule from OMol25. Energies are from ωB97M-V with the def2-TZVPD basis set.

Last column: Löwdin charge in e.
Atoms and positions in Å:
1 C 0.07282 -1.49292 1.04250  -0.043
2 O -0.37578 -1.01197 -0.29975  -0.023
3 C -0.12274 0.23119 -0.55155  -0.342
4 N -0.44860 0.85093 -1.65525  0.201
5 C 0.60880 1.10705 0.68266  -0.178
6 O 0.77705 2.22919 0.24315  -0.112
7 H -0.41029 -0.95556 1.86251  0.082
8 H -0.23145 -2.53459 1.01254  0.085
9 H 1.15173 -1.39338 1.18670  0.085
10 H -0.14555 1.83496 -1.60580  0.114
11 H -0.91677 0.52059 -2.49202  0.132

## Properties
Charge: 0
Highest occupied orbital energy, eV: -6.94
E, hartree: -322.43614

---

(11)
Here is a 2-piece molecular cluster, C3H5NO2 overall from OMol25. Energies are from ωB97M-V with the def2-TZVPD basis set.

Last column: Löwdin charge in e.
Atoms and positions in Å:
1 H -1.29718 1.68498 -1.63624  0.062
2 N -0.57717 1.72340 -0.91061  0.115
3 C -0.82111 0.84298 -0.03549  -0.242
4 C 0.03269 0.66722 1.20100  -0.183
5 O 0.77152 -0.26146 1.43905  0.028
6 H -1.69574 0.18885 -0.00698  0.120
7 H -0.14141 1.43073 1.97618  0.125
8 C 0.93669 -1.56401 -0.49689  -0.167
9 O -0.04495 -1.26495 -1.13601  -0.044
10 H 1.89198 -1.01712 -0.57686  0.096
11 H 0.94468 -2.43062 0.18285  0.091

## Properties
Charge: 0
Highest occupied orbital energy, eV: -9.86
E, hartree: -322.46333

---

(12)
Here is a 2-piece molecular cluster, C3H5NO2 overall from OMol25. Energies are from ωB97M-V with the def2-TZVPD basis set.

Last column: Löwdin charge in e.
Atoms and positions in Å:
1 C -0.35770 -0.84991 1.41429  0.192
2 N -0.07098 0.10704 -0.48095  0.043
3 C 0.93098 0.75278 0.06129  -0.353
4 O 1.18500 0.49123 1.25518  -0.020
5 C -0.46419 0.27577 -1.79398  -0.349
6 O -1.39183 -0.30769 -2.30250  0.035
7 H -0.73625 -1.62817 0.76565  0.053
8 H -1.10352 -0.14076 1.75062  0.069
9 H 0.32787 -1.19981 2.17657  0.056
10 H 1.52903 1.49624 -0.47870  0.147
11 H 0.15157 1.00330 -2.36748  0.127

## Properties
Charge: 0
Highest occupied orbital energy, eV: -9.83
E, hartree: -322.43885

---

(13)
Here is a single C3H5NO2 molecule from OMol25. Energies are from ωB97M-V with the def2-TZVPD basis set.

Last column: Löwdin charge in e.
Atoms and positions in Å:
1 H 1.50584 -0.32872 -2.40823  0.070
2 N 1.42085 0.14372 -1.51482  0.186
3 C 0.41264 -0.03124 -0.80036  -0.330
4 O -1.00324 -0.54475 -0.91818  -0.063
5 C -1.31564 0.09689 0.36323  -0.106
6 C 0.16957 -0.03081 0.65067  -0.348
7 O 0.92913 0.50655 1.66386  0.046
8 H -1.93959 -0.43923 1.09001  0.126
9 H -1.72618 1.08600 0.15940  0.121
10 H 0.10844 -1.14255 0.50507  0.184
11 H 1.36988 1.31704 1.36832  0.115

## Properties
Charge: 0
Highest occupied orbital energy, eV: -10.36
E, hartree: -322.44989

---

(14)
Here is C3H5NO2 as an isolated structure from OMol25. Energies are from ωB97M-V with the def2-TZVPD basis set.

Last column: Löwdin charge in e.
Atoms and positions in Å:
1 C -1.19088 -1.14508 0.08823  -0.099
2 C -0.64431 -0.10890 -0.85589  -0.554
3 C 0.54399 0.70259 -0.32841  -0.075
4 H -0.18310 -1.38951 1.09176  0.178
5 H -1.64095 -2.19171 -0.62981  0.159
6 H -2.15074 -0.40419 0.71950  0.166
7 H 0.72481 1.69786 -0.85013  0.147
8 H 2.33800 1.65187 0.70138  0.121
9 N 1.12761 0.20365 0.71627  -0.061
10 O -1.08337 0.11813 -1.96064  0.049
11 O 2.15892 0.86531 1.30773  -0.032

## Properties
Charge: 0
Highest occupied orbital energy, eV: -10.00
E, hartree: -322.36345

---

(15)
Here is a single C3H5NO2 molecule from OMol25. Energies are from ωB97M-V with the def2-TZVPD basis set.

Last column: Löwdin charge in e.
Atoms and positions in Å:
1 O 0.14977 0.84835 2.29790  0.049
2 C 0.39631 0.57310 1.15509  -0.354
3 C 0.57466 -0.76168 0.38112  -0.082
4 N 0.08604 -0.38227 -1.00897  0.032
5 C -1.04607 0.35680 -0.91037  -0.329
6 O -1.44378 0.75129 0.17296  0.029
7 H 0.87707 1.27669 0.44555  0.126
8 H 0.05420 -1.67573 0.67561  0.120
9 H 1.65691 -0.91094 0.54796  0.128
10 H 0.31228 -0.70305 -1.95120  0.141
11 H -1.61737 0.62745 -1.80565  0.140

## Properties
Charge: 0
Highest occupied orbital energy, eV: -9.39
E, hartree: -322.50609

---

(16)
Here is a single C3H5NO2 molecule from OMol25. Energies are from ωB97M-V with the def2-TZVPD basis set.

Last column: Löwdin charge in e.
Atoms and positions in Å:
1 O -0.70048 0.20218 2.66548  0.059
2 C 0.35181 0.16438 2.07815  -0.313
3 N 0.50617 -0.04767 0.68897  0.069
4 C -0.46564 0.24304 -0.08257  -0.085
5 C -0.32300 -0.12086 -1.53040  -0.255
6 O 0.95224 -0.59932 -1.82064  -0.059
7 H 1.32528 0.23953 2.58817  0.122
8 H -1.39279 0.70682 0.27369  0.137
9 H -0.56853 0.74368 -2.16470  0.126
10 H -1.09510 -0.88424 -1.73372  0.131
11 H 1.41004 -0.64754 -0.96244  0.068

## Properties
Charge: 0
Highest occupied orbital energy, eV: -10.55
E, hartree: -322.51677

---

(17)
Here is a single C3H5NO2 molecule from OMol25. Energies are from ωB97M-V with the def2-TZVPD basis set.

Last column: Löwdin charge in e.
Atoms and positions in Å:
1 N 0.30262 -1.02424 -2.48961  0.154
2 C 0.42206 -0.85929 -1.35079  -0.153
3 C 0.59063 -0.55192 0.09762  -0.369
4 O -0.12094 -1.42566 0.91941  -0.006
5 C 0.12656 0.89298 0.36116  -0.196
6 O -1.27581 0.90891 0.55925  -0.052
7 H 1.65604 -0.65856 0.32935  0.154
8 H -0.99130 -1.00431 1.03776  0.095
9 H 0.42911 1.56155 -0.45016  0.131
10 H 0.57240 1.24630 1.29116  0.130
11 H -1.71138 0.91423 -0.30516  0.110

## Properties
Charge: 0
Highest occupied orbital energy, eV: -11.34
E, hartree: -322.52049

---

(18)
Here is C3H5NO2 as an isolated structure from OMol25. Energies are from ωB97M-V with the def2-TZVPD basis set.

Last column: Löwdin charge in e.
Atoms and positions in Å:
1 O 1.76413 0.60191 0.27537  -0.147
2 C 0.80740 -0.15919 -0.22572  -0.365
3 C -0.60353 0.25096 0.25715  -0.364
4 O -0.68328 1.61872 -0.00787  0.010
5 C -1.65924 -0.47400 -0.46333  -0.146
6 N -2.44645 -1.10319 -1.02921  0.173
7 H 1.56222 -0.80824 0.57221  0.207
8 H 0.85538 -0.47701 -1.28233  0.153
9 H 0.89898 -1.43859 0.32120  0.214
10 H -0.69075 0.02782 1.33124  0.160
11 H 0.19514 1.96080 0.25128  0.105

## Properties
Charge: 0
Highest occupied orbital energy, eV: -10.43
E, hartree: -322.37079

---

(19)
Here is a single C3H5NO2 molecule from OMol25. Energies are from ωB97M-V with the def2-TZVPD basis set.

Last column: Löwdin charge in e.
Atoms and positions in Å:
1 H 2.51907 0.40185 1.00329  0.062
2 N 1.50114 0.40263 0.96765  0.134
3 C 1.11988 0.99951 -0.07458  -0.279
4 O -0.18778 1.20254 -0.38552  -0.002
5 C -1.07215 0.12634 -0.46626  -0.346
6 C -0.97755 -1.12517 0.27768  -0.069
7 O -0.61760 -1.01670 -1.11381  0.001
8 H 1.76560 1.45387 -0.83189  0.135
9 H -2.02645 0.52893 -0.79838  0.158
10 H -0.14436 -1.26618 0.96007  0.093
11 H -1.87980 -1.70763 0.46177  0.113

## Properties
Charge: 0
Highest occupied orbital energy, eV: -10.30
E, hartree: -322.47836

---

(20)
Here is a single C3H5NO2 molecule from OMol25. Energies are from ωB97M-V with the def2-TZVPD basis set.

Last column: Löwdin charge in e.
Atoms and positions in Å:
1 N 1.11652 1.07850 0.94097  0.166
2 C 0.23084 0.05533 0.79000  -0.559
3 O 0.32012 -0.97693 1.42674  0.043
4 C -0.81705 0.16854 -0.31142  -0.054
5 C -0.51385 -1.07329 -1.13625  -0.251
6 O -0.54997 -1.21154 -2.33125  0.065
7 H 1.12371 1.88959 0.34470  0.102
8 H 1.96248 0.84775 1.44328  0.114
9 H -0.85172 1.13026 -0.83307  0.119
10 H -1.80353 -0.01792 0.13196  0.136
11 H -0.21757 -1.89029 -0.46565  0.120

## Properties
Charge: 0
Highest occupied orbital energy, eV: -9.78
E, hartree: -322.55176

---

Calculated energy relative to the best compared isomer or geometry (same formula, charge and spin) (eV), listed in the same order as above: 4.508, 4.781, 0.522, 2.511, 0.200, 1.937, 2.062, 2.414, 1.162, 3.760, 3.020, 3.687, 3.386, 5.738, 1.857, 1.566, 1.465, 5.539, 2.612, 0.614